#P
Molecular formula: CH3N3O
Method: DFT, ωB97M-V/def2-TZVPD

XYZ file:
```
8
Properties=species:S:1:pos:R:3:lowdin_charge:R:1
C -0.26256 1.23163 1.57360 -0.1421
N 0.69999 -1.73460 -3.30867 0.2257
N 0.15927 -1.55032 -2.35424 -0.3004
N 0.11814 0.53142 0.60498 0.0174
O -0.25296 -1.27862 -1.29321 0.0610
H -0.16903 0.95776 2.61863 0.0504
H -0.92599 2.13894 1.43457 0.0747
H 0.63314 -0.29622 0.72433 0.0133
```

The HOMO energy comes out at -0.3546 Eh. The multiplicity is 1. The SMILES is N#[N+][O-].C=N. For the frontier orbital gap, the calculation gives 10.853 eV.

=====

#Q
Molecular formula: CH3N3O
Method: DFT, ωB97M-V/def2-TZVPD

XYZ file:
```
8
Properties=species:S:1:pos:R:3:lowdin_charge:R:1
C -0.07908 0.10144 -0.89080 -0.5617
N 0.51392 -0.88853 -0.06967 0.0814
N -0.79927 0.73052 0.13006 0.0841
N -0.06990 -0.15824 1.05871 -0.0396
O 0.01821 0.32871 -2.07367 0.0808
H 1.50655 -1.10787 0.03038 0.1341
H -0.46999 1.69455 0.12981 0.1319
H -0.62044 -0.70059 1.68519 0.0891
```

The HOMO energy comes out at -0.3464 Eh. The multiplicity is 1. For the frontier orbital gap, the calculation gives 10.372 eV.

=====

#R
Molecular formula: CH3N3O
Method: DFT, ωB97M-V/def2-TZVPD

XYZ file:
```
8
Properties=species:S:1:pos:R:3:lowdin_charge:R:1
C -2.87448 0.28623 0.10483 -0.1180
N -3.29160 -0.75787 -0.07714 0.0594
N 0.12625 0.09544 -0.24894 0.0584
N 0.99111 -1.96202 0.14523 0.0770
O 0.05320 -1.14381 -0.01352 -0.2444
H 1.10249 0.43672 -0.31580 0.0661
H -2.47432 1.25024 0.27034 0.0371
H 1.93324 -1.53730 0.06296 0.0645
```

The HOMO energy (alpha / beta) comes out at -0.3783 / -0.3766 Eh. The multiplicity is 1. For the frontier orbital gap (alpha / beta), the calculation gives 9.814 / 9.702 eV.

=====

Top of the stability list: #Q, leading by 0.667 eV.

=====

#P
Molecular formula: H2IO2PS
Method: DFT, ωB97M-V/def2-TZVPD

XYZ file:
```
7
Properties=species:S:1:pos:R:3:lowdin_charge:R:1
O -0.45590 -1.34025 0.54785 -0.3799
O -1.18678 0.71038 -0.58835 -0.2666
P -0.93955 0.15151 0.88279 0.7578
S 2.33883 -0.47506 -0.89167 -0.4457
I 1.96205 0.75239 1.07563 0.3212
H -0.35058 -1.38169 -0.40865 0.0158
H -1.36806 1.58271 -0.61759 -0.0026
```

The HOMO energy (alpha / beta) comes out at -0.2796 / -0.2796 Eh. The multiplicity is 1. For the frontier orbital gap (alpha / beta), the calculation gives 6.340 / 6.340 eV.

=====

#Q
Molecular formula: H2IO2PS
Method: DFT, ωB97M-V/def2-TZVPD

XYZ file:
```
7
Properties=species:S:1:pos:R:3:lowdin_charge:R:1
O 0.52611 0.21403 1.55903 -0.3710
O -0.92758 -0.16034 -0.42600 -0.3390
P -0.45212 -0.89784 0.92086 0.1600
S 1.04808 -2.70718 -0.37810 -0.0624
I -2.42715 -0.53920 2.30177 0.5219
H 1.30609 0.45437 0.93472 0.1282
H -0.76758 -0.82208 -1.05818 -0.0377
```

The HOMO energy (alpha / beta) comes out at -0.3395 / -0.3293 Eh. The multiplicity is 1. For the frontier orbital gap (alpha / beta), the calculation gives 6.640 / 6.544 eV.

=====

Top of the stability list: #P, leading by 0.264 eV.

=====

#P
Molecular formula: C2H9NOP
Method: DFT, ωB97M-V/def2-TZVPD

XYZ file:
```
14
Properties=species:S:1:pos:R:3:lowdin_charge:R:1
C 2.42037 0.29749 -1.23724 -0.3637
C -2.07627 -1.08884 1.28729 0.1925
N -2.33978 0.05518 0.65745 0.1884
O 0.00898 0.72410 -0.22692 -0.4669
P 1.15291 -0.52520 -0.24721 0.7912
H 3.39486 -0.32533 -1.46356 0.0902
H 2.06112 0.63557 -2.29743 0.0875
H 2.82097 1.20294 -0.81866 0.0197
H -1.20207 -1.68417 1.08511 0.0785
H -2.92037 -1.43755 1.94724 0.1383
H -3.24992 0.39813 0.57106 0.1206
H -1.54388 0.62908 0.31994 0.0743
H 0.18754 1.50379 -0.79226 0.0840
H 1.28555 -0.38519 1.21519 -0.0346
```

The HOMO energy comes out at -0.4632 Eh. The multiplicity is 1. The charge is +1. For the frontier orbital gap, the calculation gives 6.991 eV.

=====

#Q
Molecular formula: C2H9NOP
Method: DFT, ωB97M-V/def2-TZVPD

XYZ file:
```
14
Properties=species:S:1:pos:R:3:lowdin_charge:R:1
C -1.23042 1.22549 0.55777 -0.2766
C 1.48593 -1.03976 -0.07370 -0.0723
N 2.04145 -0.36848 0.91819 0.1124
O -1.32706 0.00744 -1.99899 -0.2644
P -1.04189 -0.29961 -0.43925 0.8756
H -0.58069 2.08588 0.26655 0.0646
H -2.27880 1.57520 0.39288 0.0623
H -1.09707 0.93517 1.58231 0.0280
H 1.67526 -0.91832 -1.13147 0.0864
H 0.99550 -2.04132 0.11049 0.0938
H 1.65806 -0.42598 1.82979 0.1213
H 2.59227 0.42856 0.64992 0.1320
H -0.66952 -0.18928 -2.61647 0.0290
H -2.22301 -0.97499 -0.04803 0.0080
```

The HOMO energy comes out at -0.4921 Eh. The multiplicity is 1. The charge is +1. For the frontier orbital gap, the calculation gives 8.909 eV.

=====

Top of the stability list: #Q, leading by 0.742 eV.

=====

#P
Molecular formula: C4H9N2O2
Method: DFT, ωB97M-V/def2-TZVPD

XYZ file:
```
17
Properties=species:S:1:pos:R:3:lowdin_charge:R:1
O 0.38338 0.20004 -2.12980 -0.0816
C -0.63692 0.47828 -1.48871 -0.6995
O -1.70711 1.04958 -1.80524 -0.0922
C -0.38587 0.30360 0.11943 -0.3335
C 0.31639 -1.02528 0.40237 -0.1937
C 1.05959 -0.97996 1.73618 -0.3179
N 2.34744 -0.29601 1.70760 -0.0268
N -1.63616 0.53019 0.88323 0.0099
H 0.24605 1.18517 0.33959 0.1272
H 1.06372 -1.09949 -0.41752 0.1023
H -0.34387 -1.93309 0.38025 0.1196
H 0.29214 -0.62796 2.44988 0.0966
H 1.35393 -1.99473 2.06659 0.0960
H 2.43056 0.39449 0.96560 0.0552
H 3.13585 -0.87900 1.45384 0.0482
H -2.01281 -0.40161 0.96231 0.0432
H -2.22354 1.19279 0.39267 0.0470
```

The HOMO energy comes out at -0.1344 Eh. The multiplicity is 1. The SMILES is NCC[C@H](N)C(=O)[O-]. The charge is -1. For the frontier orbital gap, the calculation gives 7.613 eV.

=====

#Q
Molecular formula: C4H9N2O2
Method: DFT, ωB97M-V/def2-TZVPD

XYZ file:
```
17
Properties=species:S:1:pos:R:3:lowdin_charge:R:1
C 0.29655 -0.64868 -0.84053 -0.2784
C -0.87857 -0.05872 -0.05847 -0.2256
C -0.66834 1.27615 0.61236 -0.2689
N -1.35222 2.43004 -0.07576 -0.0341
N 1.47659 -0.76064 -0.04447 0.0061
C 1.61691 -1.98869 0.77382 -0.7849
O 0.66257 -2.78013 0.71521 -0.0694
O 2.68884 -2.03715 1.40745 -0.0942
H -0.04388 -1.61657 -1.17467 0.0925
H 0.41867 0.03279 -1.69632 0.1076
H -1.80206 -0.09719 -0.65865 0.1000
H -1.16846 -0.79526 0.68073 0.0941
H -1.08387 1.25098 1.61914 0.0937
H 0.38777 1.50731 0.60887 0.0961
H -2.15045 2.03768 -0.56242 0.0343
H -0.74407 2.80650 -0.79089 0.0375
H 2.34402 -0.55842 -0.51542 0.0936
```

The HOMO energy comes out at -0.1527 Eh. The multiplicity is 1. The SMILES is NCCCNC(=O)[O-]. The charge is -1. For the frontier orbital gap, the calculation gives 8.014 eV.

=====

Top of the stability list: #Q, leading by 0.360 eV.

=====

#P
Molecular formula: C13H23BrIN5O2Pt
Method: DFT, ωB97M-V/def2-TZVPD

XYZ file:
```
46
Properties=species:S:1:pos:R:3:lowdin_charge:R:1
Pt 0.94582 -0.00441 -0.06473 0.8403
N -0.61406 -2.87696 -0.66823 0.2133
C -1.04465 -3.33356 0.72371 -0.2525
C -1.96245 -2.30965 1.36964 -0.0808
C -1.28599 -1.03263 1.87802 -0.3061
N -0.95686 -0.06821 0.78623 -0.1018
C -0.03081 -1.29286 2.69886 -0.0885
C 0.89276 -2.34823 2.10092 -0.3019
N 1.71599 -1.71631 1.03331 -0.0054
C 0.15923 -3.59977 1.61471 -0.0793
H -1.42712 -2.74871 -1.27414 0.1725
H -0.01528 -3.57892 -1.10869 0.1730
H -0.08538 -1.97826 -0.65359 0.0481
H -1.58635 -4.25951 0.53978 0.1639
H -2.40095 -2.78661 2.24754 0.1508
H -2.80112 -2.08169 0.70238 0.1361
H -2.01599 -0.55368 2.53094 0.1612
H -0.82661 0.84455 1.23029 0.0464
H -1.74423 0.05194 0.15334 0.1060
H -0.32571 -1.60356 3.70245 0.1493
H 0.52919 -0.35932 2.81478 0.1172
H 1.56229 -2.66832 2.90079 0.1662
H 2.28304 -2.41015 0.55102 0.1243
H 2.37745 -1.08649 1.49363 0.0778
H -0.20214 -4.11869 2.50391 0.1511
H 0.84969 -4.29426 1.12267 0.1365
N 2.83919 0.32421 -0.73977 -0.1478
N 3.72647 0.37977 0.37753 -0.0073
C 3.30037 1.00179 1.62448 -0.7491
O 4.17030 1.22297 2.42188 0.1073
O 2.02041 1.12347 1.71097 -0.2447
H 3.20203 -0.37421 -1.38292 0.1234
H 2.80445 1.22074 -1.22949 0.0534
H 4.70345 0.51368 0.14948 0.1499
Br 0.39728 5.90685 -1.35722 0.7993
C -0.77901 4.73650 -2.24040 -0.7449
C -1.67818 5.24935 -3.16524 -0.0935
C -2.54984 4.40005 -3.83001 -0.0387
C -2.51449 3.03220 -3.60015 -0.0611
C -1.62610 2.50971 -2.67416 -0.1511
C -0.78000 3.37183 -1.99478 -0.6547
I 0.49594 2.65440 -0.48088 1.2975
H -1.68948 6.31358 -3.35700 0.1182
H -3.26119 4.81423 -4.53191 0.1247
H -3.17976 2.37008 -4.13764 0.1175
H -1.59160 1.44302 -2.49228 0.0839
```

The HOMO energy comes out at -0.5276 Eh. The multiplicity is 1. The charge is +2. For the frontier orbital gap, the calculation gives 7.133 eV.

=====

#Q
Molecular formula: C13H23BrIN5O2Pt
Method: DFT, ωB97M-V/def2-TZVPD

XYZ file:
```
46
Properties=species:S:1:pos:R:3:lowdin_charge:R:1
Pt 0.62469 -1.10006 -1.31575 0.8076
N -3.33862 -0.51484 -1.75186 0.0469
C -3.76002 -0.25778 -0.35190 -0.3434
C -3.36277 1.16037 0.05672 -0.0926
C -1.85295 1.36083 0.08160 -0.2512
N -1.34861 1.37734 -1.35207 0.2029
C -1.15761 0.30852 0.95084 -0.1094
C -1.62398 -1.15972 0.83899 -0.2916
N -0.86049 -2.02212 -0.15933 -0.0968
C -3.13904 -1.27326 0.60615 -0.0947
H -3.96143 -0.02536 -2.39099 0.1122
H -3.45741 -1.49704 -1.98041 0.0976
H -1.84870 0.59574 -1.85172 0.1121
H -4.84484 -0.34408 -0.25420 0.1537
H -3.73344 1.33951 1.06779 0.1450
H -3.84427 1.90787 -0.57934 0.1364
H -1.61389 2.34817 0.47453 0.1612
H -0.32794 1.28749 -1.42373 0.1262
H -1.59005 2.25952 -1.80862 0.1780
H -1.37206 0.60798 1.97883 0.1408
H -0.07193 0.38066 0.85734 0.0741
H -1.41856 -1.61416 1.80708 0.1328
H -1.53043 -2.47624 -0.77228 0.0851
H -0.41532 -2.78415 0.34680 0.0976
H -3.63202 -1.14345 1.57171 0.1413
H -3.38872 -2.29209 0.29470 0.1316
N 1.46199 -2.42232 -2.99672 -0.0271
N 2.62117 -1.72861 -3.43059 0.0215
C 2.80404 -0.41438 -2.98469 -0.7314
O 3.81458 0.19235 -3.15076 0.1403
O 1.69859 0.09242 -2.41337 -0.3036
H 1.69631 -3.37707 -2.74791 0.1190
H 0.79289 -2.45423 -3.76022 0.1114
H 3.46057 -2.27885 -3.53520 0.1600
Br 1.38337 -1.00365 3.68165 0.7642
C 2.44645 0.39823 2.98862 -0.7349
C 2.73263 1.47088 3.82038 -0.1074
C 3.52569 2.51212 3.35970 -0.0377
C 4.03604 2.49655 2.07040 -0.0463
C 3.76627 1.42639 1.23115 -0.1292
C 2.97656 0.38549 1.70251 -0.6829
I 2.74252 -1.25630 0.43351 1.2117
H 2.34556 1.48046 4.82982 0.1131
H 3.74881 3.33779 4.02154 0.1247
H 4.65166 3.31053 1.71368 0.1236
H 4.16473 1.40254 0.22564 0.1075
```

The HOMO energy (alpha / beta) comes out at -0.5340 / -0.5340 Eh. The multiplicity is 1. The charge is +2. For the frontier orbital gap (alpha / beta), the calculation gives 6.485 / 6.487 eV.

=====

Top of the stability list: #P, leading by 0.232 eV.

=====

#P
Molecular formula: C3H4I2O
Method: DFT, ωB97M-V/def2-TZVPD

XYZ file:
```
10
Properties=species:S:1:pos:R:3:lowdin_charge:R:1
C 2.02482 -1.02045 -2.14263 -0.5545
C 1.47886 -1.25906 -0.79201 -0.3172
C 2.30920 -1.77260 0.12654 -0.9226
O 3.61209 -1.70627 -0.11596 -0.0900
I 2.84474 1.05610 -2.10300 0.7009
I 1.64706 -2.70974 1.86354 0.8960
H 2.88918 -1.67917 -2.38165 0.0464
H 1.40606 -1.23630 -2.97057 0.0411
H 0.42238 -1.14710 -0.68855 0.0913
H 3.66020 -2.04417 -1.05913 0.1087
```

The HOMO energy comes out at -0.3208 Eh. The multiplicity is 1. The SMILES is O/C(I)=C\CI. For the frontier orbital gap, the calculation gives 8.628 eV.

=====

#Q
Molecular formula: C3H4I2O
Method: DFT, ωB97M-V/def2-TZVPD

XYZ file:
```
10
Properties=species:S:1:pos:R:3:lowdin_charge:R:1
C -0.14001 0.51160 -1.42585 -0.1425
C 0.87744 0.56704 -0.61805 -0.7542
C -0.82373 -0.73411 1.30943 -0.8177
O -1.58547 0.08209 0.92774 -0.0628
I 2.46850 -0.78282 -0.36869 0.7515
I 0.35449 -0.46043 3.05160 0.7664
H -0.85914 1.28739 -1.64632 0.0728
H -0.42736 -0.20957 -2.12102 0.0434
H 0.93113 1.37697 0.20741 0.0657
H -0.79585 -1.63815 0.68376 0.0775
```

The HOMO energy comes out at -0.3369 Eh. The multiplicity is 1. The SMILES is C=CI.O=CI. For the frontier orbital gap, the calculation gives 9.398 eV.

=====

Top of the stability list: #P, leading by 0.608 eV.